Here is a cluster of 15 separate species, C70H185N15O20 in total at a distorted geometry from the Open Molecules 2025 dataset. Energies are from ωB97M-V/def2-TZVPD.

Gap between HOMO and LUMO = 8.97 eV
Calculated total energy = -5103.4416 a.u.
Energy above the lowest of the compared OMol25 structures with the same formula, charge and spin = 173.9 kcal per mole

```
! wB97M-V def2-TZVPD RIJCOSX def2/J DEFGRID3
* xyz 0 1
O 8.95 4.72 2.76
O 0.75 -6.74 -12.37
O -1.10 -2.77 -0.47
O 5.91 13.63 5.84
O 0.04 2.07 3.61
O 5.87 -7.86 -2.72
O -8.21 1.11 -3.53
O 4.29 -5.66 9.36
O -0.83 -14.10 -2.11
O -9.85 2.35 4.04
O 6.10 7.64 11.68
O -8.31 -5.08 -9.91
O -10.18 -12.19 3.67
O 3.05 0.44 -10.60
O 0.55 11.73 -2.37
O -2.52 -0.50 9.45
O -2.47 16.16 -1.91
O -8.96 -9.43 0.09
O -3.04 4.69 11.65
O 7.73 -5.19 -7.19
N 0.80 -11.47 -4.00
N 8.54 10.40 11.18
N 7.17 -3.57 8.35
N -3.38 1.54 11.55
N 6.48 15.03 8.28
N -5.01 0.37 -1.83
N 9.36 2.00 3.92
N 0.65 -0.76 1.19
N -1.48 13.85 -3.55
N 3.58 1.33 -14.21
N -8.81 -12.23 0.88
N 5.45 -6.03 -5.25
N 1.35 -4.40 -15.28
N -7.76 -2.29 -12.23
N -6.57 0.81 4.15
C 0.70 -2.20 1.17
C 8.63 -4.13 -7.59
C 0.02 -6.74 -11.14
C -11.19 -12.89 4.44
C 0.33 -2.75 -0.26
C -4.16 3.99 12.04
C -1.42 -12.40 -4.46
C 3.82 -5.85 10.67
C 0.79 -0.07 2.51
C -3.41 17.07 -1.37
C 7.09 15.51 7.07
C 6.51 8.99 11.78
C 5.45 -4.85 9.41
C -2.20 1.59 10.71
C 0.81 10.38 -1.98
C -6.04 1.02 -2.61
C 7.95 3.78 2.99
C 6.68 -6.56 -4.65
C -4.32 2.68 11.26
C 5.20 1.50 -12.42
C -1.66 0.20 10.38
C 8.55 3.68 5.52
C 1.97 0.54 -9.65
C -7.94 -11.52 0.05
C 0.84 -5.47 -13.07
C -7.35 -3.40 -11.40
C 0.28 1.48 2.37
C -8.64 -4.11 -10.90
C -1.45 -3.33 -1.76
C -8.17 -12.53 2.23
C -9.31 -8.25 -0.52
C -9.21 -13.10 3.21
C 5.80 12.49 5.02
C -7.34 0.22 -2.99
C 1.21 2.50 4.32
C 7.95 9.10 11.16
C -1.92 -1.71 9.10
C 0.21 -13.31 -2.67
C 8.81 5.50 1.60
C -8.59 -10.43 -0.84
C -2.59 16.12 -3.37
C 5.93 -4.26 8.12
C -7.04 3.23 3.85
C -6.40 -2.79 -10.41
C 6.10 -5.24 6.98
C -9.48 -5.77 -9.54
C 8.26 2.89 4.22
C 4.86 7.45 12.22
C 2.71 0.99 -11.88
C -0.37 -12.03 -3.36
C -0.44 13.11 -4.12
C -8.83 1.47 3.49
C -1.43 15.26 -3.99
C 5.57 -5.86 -6.69
C 6.42 -4.74 -7.14
C -2.82 5.93 12.19
C 2.88 -6.20 -14.59
C 7.14 14.31 6.02
C -5.39 1.72 -3.78
C 3.89 0.82 -12.90
C 8.33 16.28 7.28
C 6.54 -6.68 -3.13
C -11.03 2.22 3.29
C -7.59 1.89 4.26
C 5.70 -7.90 -1.30
C -0.28 11.74 -3.51
C -9.43 0.45 -3.90
C -0.40 -15.27 -1.58
C 8.99 8.15 11.81
C 1.41 -5.64 -14.48
H -2.37 2.16 9.80
H -10.39 0.96 -3.98
H 8.55 7.16 11.71
H -9.68 -13.94 2.70
H -11.00 2.04 2.22
H -1.51 -0.37 11.30
H 5.86 -6.82 -7.12
H 7.36 2.32 4.45
H -3.42 16.87 -0.30
H 3.07 -6.59 -15.59
H 7.79 5.64 1.24
H 1.69 1.59 -9.57
H 7.88 8.82 10.11
H 9.98 8.15 11.33
H 8.64 -3.98 -8.67
H 7.53 -5.95 -4.95
H 5.29 -3.94 9.98
H -4.38 2.03 -3.51
H 9.47 4.26 5.54
H -2.00 -11.52 -4.74
H -5.35 2.35 11.43
H -1.88 -2.27 10.03
H 8.45 -3.12 -7.22
H -4.43 16.85 -1.67
H 1.82 0.07 2.84
H 6.20 -5.54 9.80
H 6.12 15.81 8.82
H -8.47 -7.86 -1.09
H 6.47 11.70 5.35
H -4.02 3.72 13.09
H -0.05 -2.57 1.86
H -0.22 -0.51 0.74
H 1.09 10.36 -0.93
H -7.45 -12.12 -0.72
H 4.14 -0.24 -13.01
H 6.57 9.27 12.83
H -3.88 0.67 11.42
H 5.24 -5.90 6.87
H 9.32 1.71 2.95
H -1.06 -6.71 -11.30
H 4.78 12.14 4.90
H -4.40 2.92 10.20
H -5.39 -0.06 -1.00
H 6.18 -4.73 6.02
H -9.46 -10.75 -1.42
H -9.58 -11.60 1.05
H -2.48 -3.65 -1.86
H -6.38 1.78 -1.90
H 5.64 14.53 8.02
H -8.49 -2.58 -12.87
H 1.85 3.12 3.69
H 7.89 3.16 2.09
H -3.16 18.11 -1.57
H 0.85 -3.70 -0.42
H -0.95 -1.48 8.66
H 4.63 6.38 12.14
H -1.28 -15.56 -1.00
H 0.38 -5.98 -10.44
H -7.80 -10.10 -1.51
H 2.51 2.06 -11.78
H 7.56 -6.61 -2.74
H 7.02 -5.81 7.04
H -2.48 -2.38 8.44
H 9.64 -4.36 -7.26
H 7.48 -3.19 7.47
H 0.61 -14.03 -3.39
H -4.62 -0.43 -2.32
H -8.76 -13.55 4.10
H 3.07 -7.01 -13.88
H 10.23 2.51 4.02
H 5.17 -3.53 7.84
H 2.90 0.64 -14.50
H 7.98 10.99 10.58
H -3.74 6.51 12.07
H 2.24 0.29 -8.62
H 9.15 15.63 7.57
H 6.41 16.26 6.68
H -10.13 -8.33 -1.24
H -2.48 17.14 -3.73
H -1.24 -2.51 -2.45
H -1.99 6.37 11.63
H -9.33 -0.14 -4.80
H 1.79 1.63 4.61
H -1.37 13.88 -2.55
H -7.73 -0.30 -2.12
H -5.62 -2.22 -10.90
H -5.08 4.56 11.95
H 0.46 -15.19 -0.92
H -11.56 -13.80 3.98
H -9.47 -7.45 0.21
H -9.20 -4.58 -11.71
H -0.51 15.73 -3.64
H 0.16 -0.49 3.29
H 6.29 -3.94 -6.41
H -5.72 1.02 4.66
H 0.44 13.73 -3.95
H 4.28 1.10 -14.90
H 7.30 14.73 5.03
H -9.89 -6.34 -10.38
H 8.67 2.99 6.36
H -1.39 15.47 -5.06
H 3.35 -4.96 11.10
H -10.84 -13.21 5.42
H 1.83 0.51 -12.31
H -9.20 -3.35 -10.37
H 4.67 -6.65 -5.03
H 5.37 -8.91 -1.04
H -7.15 -11.01 0.60
H -7.93 1.96 5.29
H 0.18 11.18 -4.33
H -3.60 15.82 -3.64
H 0.07 9.58 -2.00
H -6.97 -2.05 -9.83
H 4.69 7.59 13.28
H 7.69 4.29 5.80
H 0.37 -4.23 -15.44
H 3.01 -6.58 10.63
H 4.14 7.98 11.59
H 4.58 -6.27 11.32
H 9.27 6.48 1.74
H 0.99 -13.13 -1.94
H -0.67 0.24 9.93
H -6.83 -4.15 -11.99
H -8.58 1.59 2.44
H -0.92 -11.37 -2.70
H 6.07 -5.79 -2.71
H -5.91 2.62 -4.10
H -5.11 1.19 -4.69
H 6.14 12.76 4.01
H -2.45 6.06 13.20
H -11.74 1.51 3.73
H 1.07 -12.09 -4.75
H -8.32 -1.71 -11.62
H -9.12 0.42 3.58
H -12.02 -12.19 4.46
H 1.17 -0.14 -9.93
H -1.48 2.21 11.23
H 0.76 -6.41 -14.88
H -0.60 13.05 -5.20
H -0.78 -4.17 -1.94
H -7.64 -11.65 2.60
H -9.64 -0.25 -3.09
H -2.13 -13.11 -4.04
H -7.36 -13.26 2.19
H -7.02 0.04 4.63
H 6.08 1.57 -13.04
H -1.28 11.34 -3.34
H 1.56 -4.72 -16.22
H -9.23 -6.57 -8.84
H 9.48 10.39 10.82
H 4.61 -5.59 -7.11
H -6.15 3.40 4.47
H 9.39 4.99 0.83
H 1.52 -11.64 -3.32
H -6.71 3.36 2.82
H 0.90 3.04 5.22
H 5.56 1.02 -11.51
H -7.05 -0.60 -3.65
H 1.68 -2.56 1.48
H 0.20 -7.73 -10.74
H 6.63 -7.67 -0.77
H 1.61 9.91 -2.56
H 8.81 16.69 6.39
H 7.00 -2.75 8.92
H 8.16 17.03 8.05
H 6.80 -7.56 -5.08
H -11.49 3.20 3.43
H -0.95 -12.81 -5.36
H 1.59 -4.85 -12.57
H -0.21 -16.09 -2.27
H -0.08 -4.89 -13.09
H -6.05 -3.57 -9.73
H 0.86 -2.08 -0.94
H 4.96 2.50 -12.05
H 9.23 8.30 12.86
H 3.55 -5.36 -14.43
H 4.93 -7.17 -1.06
H 5.82 9.66 11.28
H 6.12 -4.32 -8.11
H 7.03 4.35 3.10
H -10.27 -5.16 -9.10
H 1.06 2.01 1.82
H -0.68 1.46 1.86
H -7.79 3.97 4.13
H 7.94 13.59 6.21
*
```

---

Here is a structure of composition C4H8O from the Open Molecules 2025 dataset. Energies are from ωB97M-V/def2-TZVPD.

Gap between HOMO and LUMO = 7.46 eV
Calculated total energy = -232.2431 a.u.
Energy above the lowest of the compared OMol25 structures with the same formula, charge and spin = 127.1 kcal per mole

```
! wB97M-V def2-TZVPD RIJCOSX def2/J DEFGRID3
* xyz 0 1
O -0.52 0.96 -0.87
C 1.21 1.07 -0.24
C -0.27 -0.01 0.32
C 1.08 -0.40 -0.16
C -1.37 -1.01 0.54
H 1.18 -0.89 -1.14
H 1.35 1.59 0.70
H -1.25 -1.43 1.54
H 1.71 -0.89 0.60
H -2.35 -0.51 0.53
H 1.55 1.61 -1.13
H -1.41 -1.85 -0.18
H -0.94 1.74 -0.50
*
```

---

Here is a structure of composition C13H18AlCl2N2O2P at a distorted geometry from the Open Molecules 2025 dataset. Energies are from ωB97M-V/def2-TZVPD.

Gap between HOMO and LUMO = 7.16 eV
Calculated total energy = -2269.8682 a.u.
Energy above the lowest of the compared OMol25 structures with the same formula, charge and spin = 24.1 kcal per mole

```
! wB97M-V def2-TZVPD RIJCOSX def2/J DEFGRID3
* xyz 2 1
Cl -2.08 1.69 -0.67
Cl -0.48 1.25 -3.49
P -1.02 -1.52 -0.31
Al -0.19 0.54 -1.06
O 2.22 -1.52 0.07
O 0.85 -0.97 -3.57
N 0.77 1.47 0.61
N 1.31 3.42 1.50
C 1.00 0.41 4.27
C 0.40 -0.11 -4.32
C 0.84 0.19 2.88
C 1.04 1.25 1.99
C 0.32 0.03 -5.84
C 0.92 2.80 0.37
C 1.59 -0.88 -0.67
C 1.29 1.71 4.76
C 1.39 2.49 2.53
C -2.50 -1.28 0.70
C -0.46 -3.07 0.44
C 1.51 2.78 3.87
C -1.61 -2.20 -1.88
H 0.36 -3.54 -0.11
H -0.81 -2.77 -2.38
H -2.22 -1.26 1.76
H -3.11 -2.17 0.47
H 1.06 -0.58 -6.40
H -1.97 -1.41 -2.54
H -3.01 -0.36 0.42
H -0.16 -2.94 1.48
H 0.60 -0.80 2.48
H 0.51 1.13 -6.06
H 0.54 3.37 -0.52
H 1.38 1.86 5.84
H 0.88 -0.41 4.99
H -2.42 -2.86 -1.55
H 1.54 4.40 1.56
H -0.71 -0.25 -6.17
H -1.34 -3.72 0.41
H 1.77 3.81 4.15
*
```

---

Here is a cluster of 2 separate species, C3H2N3O2 in total at a distorted geometry from the Open Molecules 2025 dataset. Energies are from ωB97M-V/def2-TZVPD.

Gap between HOMO and LUMO = 8.58 eV
Calculated total energy = -430.3063 a.u.
Energy above the lowest of the compared OMol25 structures with the same formula, charge and spin = 27.2 kcal per mole

```
! wB97M-V def2-TZVPD RIJCOSX def2/J DEFGRID3
* xyz -1 1
O 0.82 -0.89 2.42
O 1.93 -2.20 0.94
N 0.25 -0.24 -1.26
N 0.04 0.95 0.56
N 0.76 0.11 -0.13
C 1.31 -1.42 1.52
C -0.90 0.45 -1.39
C -1.00 1.16 -0.25
H -1.76 1.81 -0.05
H -1.45 0.27 -2.35
*
```

---

Here is a cluster of 8 separate species, C4H21NO9S in total at a distorted geometry from the Open Molecules 2025 dataset. Energies are from ωB97M-V/def2-TZVPD.

Gap between HOMO and LUMO (alpha / beta) = 8.74 / 5.76 eV
Calculated total energy = -1295.1575 a.u.
Energy above the lowest of the compared OMol25 structures with the same formula, charge and spin = 20.9 kcal per mole

```
! wB97M-V def2-TZVPD RIJCOSX def2/J DEFGRID3
* xyz -1 2
S -2.30 -0.09 -2.83
O 2.64 0.21 1.90
O 0.49 1.39 1.87
O 0.37 -3.06 -3.82
O 2.71 2.13 -0.04
O -0.25 2.78 -2.65
O -2.32 -2.22 1.54
O 3.61 -2.24 0.41
O -2.64 3.29 -0.96
O 1.30 -1.64 3.15
N -0.87 -0.50 1.49
C -2.60 -0.67 -0.24
C -1.97 -1.15 1.04
C -1.67 -1.03 -1.42
C -0.41 0.81 1.00
H -1.86 -2.07 -1.64
H 0.59 -3.20 -2.90
H -2.85 0.40 -0.14
H -1.75 3.65 -0.94
H 2.71 1.35 0.56
H 1.91 2.59 0.24
H -0.23 -2.30 -3.78
H 3.87 -1.40 0.81
H 1.43 -1.51 4.10
H -0.30 -0.85 2.26
H -1.25 1.53 0.99
H 3.18 0.56 2.62
H -2.62 2.56 -1.59
H 0.08 2.23 -1.93
H 2.78 -2.44 0.87
H -0.91 2.22 -3.08
H -0.65 -0.76 -1.17
H -0.03 0.68 -0.02
H 1.42 0.80 1.96
H -3.60 -1.07 -0.38
H 1.97 -0.98 2.75
*
```

---

Here is a cluster of 2 separate species, C5H14N in total at a distorted geometry from the Open Molecules 2025 dataset. Energies are from ωB97M-V/def2-TZVPD.

Gap between HOMO and LUMO = 11.40 eV
Calculated total energy = -253.3790 a.u.
Energy above the lowest of the compared OMol25 structures with the same formula, charge and spin = 24.6 kcal per mole

```
! wB97M-V def2-TZVPD RIJCOSX def2/J DEFGRID3
* xyz 1 1
N -1.31 0.47 0.39
C -0.51 -1.05 -1.35
C 1.22 1.79 1.79
C -1.52 -0.49 -0.71
C -0.76 -1.96 -2.51
C 1.86 0.47 1.33
H 2.24 0.51 0.30
H -1.62 0.12 1.30
H -1.82 -2.02 -2.78
H -1.73 1.41 0.28
H 2.69 0.17 1.97
H 0.55 1.62 2.64
H 0.51 -0.87 -1.04
H -0.41 -2.96 -2.24
H -2.56 -0.64 -0.95
H -0.30 0.64 0.54
H -0.22 -1.62 -3.39
H 1.11 -0.33 1.35
H 1.99 2.49 2.09
H 0.60 2.25 1.01
*
```

---

Here is a structure of composition C4H4LiO5Rb at a distorted geometry from the Open Molecules 2025 dataset. Energies are from ωB97M-V/def2-TZVPD.

Gap between HOMO and LUMO = 3.90 eV
Calculated total energy = -562.5359 a.u.
Energy above the lowest of the compared OMol25 structures with the same formula, charge and spin = 59.4 kcal per mole

```
! wB97M-V def2-TZVPD RIJCOSX def2/J DEFGRID3
* xyz 0 1
Rb -1.44 -5.41 -2.73
O -1.47 -1.95 0.53
O -0.44 1.46 -0.02
O 0.39 1.10 1.92
O -0.97 -4.06 -0.08
O -1.44 -2.55 -1.62
C 0.89 2.03 -0.15
C -0.73 1.08 1.24
C 1.45 1.85 1.26
C -1.27 -2.86 -0.36
Li -1.16 0.68 -1.68
H 1.60 2.79 1.80
H 0.76 3.07 -0.46
H 2.35 1.24 1.29
H 1.47 1.51 -0.91
*
```